Version A
The following is a quantum chemistry calculation of 2 unconnected molecules or ions with the total composition C3H8NO3, from the Open Molecules 2025 dataset.

Last columns: bonded neighbours and bond lengths (Å).
Cartesian coordinates (Å):
1 C -2.59 0.09 -0.29  C2 1.430, O5 1.426, H8 1.083, H9 1.084
2 C -1.48 -0.65 0.21  C1 1.430, O5 1.289, O6 1.173
3 C 1.73 0.41 0.25  N4 1.407, O7 1.507, H10 1.125, H11 1.041
4 N 0.60 0.92 -0.40  C3 1.407, H12 0.993, H13 1.066
5 O -1.87 0.35 0.92  C1 1.426, C2 1.289
6 O -0.65 -1.48 0.15  C2 1.173
7 O 1.70 -1.09 0.38  C3 1.507, H14 1.015, H15 0.997
8 H -2.34 0.91 -0.96  C1 1.083
9 H -3.48 -0.49 -0.07  C1 1.084
10 H 2.71 0.66 -0.25  C3 1.125
11 H 1.82 0.67 1.25  C3 1.041
12 H 0.41 1.86 -0.11  N4 0.993
13 H 0.73 1.04 -1.45  N4 1.066
14 H 1.85 -1.71 -0.41  O7 1.015
15 H 0.87 -1.47 0.77  O7 0.997

Output
Highest occupied orbital energy = -14.67 eV
Total charge = +1
M = 106.10 g mol⁻¹
Gap between HOMO and LUMO = 11.107 eV
LUMO level = -3.56 eV

---

Version B
The following is a quantum chemistry calculation of 2 unconnected molecules or ions with the total composition C3H8NO3, from the Open Molecules 2025 dataset.

Last columns: bonded neighbours and bond lengths (Å).
Cartesian coordinates (Å):
1 C 1.04 -0.58 -1.56  C3 1.475, O5 1.183, H8 1.032
2 C 0.53 -0.12 0.98  C3 1.456, O6 1.365, H9 1.148, H10 1.168
3 C 0.15 -0.40 -0.40  C1 1.475, C2 1.456, N4 1.495
4 N -1.29 -0.70 -0.65  C3 1.495, H11 1.016, H12 0.985, H13 1.025
5 O 0.82 -1.35 -2.43  C1 1.183
6 O -0.61 0.11 1.70  C2 1.365, H14 0.953
7 O -0.24 1.53 -0.80  H15 0.949
8 H 1.86 0.04 -1.49  C1 1.032
9 H 1.43 0.59 1.02  C2 1.148
10 H 0.90 -1.14 1.40  C2 1.168
11 H -1.63 -0.69 0.31  N4 1.016
12 H -1.62 0.16 -0.99  N4 0.985
13 H -1.31 -1.51 -1.27  N4 1.025
14 H -0.83 1.01 1.45  O6 0.953
15 H -0.05 1.49 -1.73  O7 0.949

Output
Highest occupied orbital energy = -15.86 eV
Total charge = +1
M = 106.10 g mol⁻¹
Gap between HOMO and LUMO = 9.638 eV
LUMO level = -6.23 eV

---

Computed stability ranking, most favorable first: version A, version B

---

Version A
The following is a quantum chemistry calculation of 3 unconnected molecules or ions with the total composition C4H14O2S, from the Open Molecules 2025 dataset.

Last columns: bonded neighbours and bond lengths (Å).
Cartesian coordinates (Å):
1 C -1.81 1.49 0.89  C2 1.535, H6 1.082, H7 1.096, H8 1.100
2 C -0.77 0.67 1.67  C1 1.535, C3 1.522, H9 1.093, H10 1.097
3 C -0.24 -0.51 0.87  C2 1.522, S4 1.846, H11 1.089, H12 1.084
4 S 0.67 0.02 -0.65  C3 1.846, C5 1.775
5 C 1.00 -1.62 -1.24  S4 1.775, H13 1.090, H14 1.097, H15 1.092
6 H -2.56 0.87 0.40  C1 1.082
7 H -2.23 2.28 1.53  C1 1.096
8 H -1.36 2.12 0.11  C1 1.100
9 H -1.17 0.36 2.64  C2 1.093
10 H 0.09 1.32 1.87  C2 1.097
11 H -0.93 -1.26 0.49  C3 1.089
12 H 0.49 -1.02 1.48  C3 1.084
13 H 0.12 -2.18 -1.56  C5 1.090
14 H 1.47 -1.46 -2.22  C5 1.097
15 H 1.72 -2.20 -0.67  C5 1.092
16 O 2.91 -0.88 1.53  H17 0.980, H18 0.956
17 H 2.38 -0.97 2.34  O16 0.980
18 H 2.96 0.05 1.31  O16 0.956
19 O -2.35 0.73 -2.35  H20 0.957, H21 0.953
20 H -3.10 1.30 -2.45  O19 0.957
21 H -1.68 1.30 -1.99  O19 0.953

Output
Highest occupied orbital energy = -8.46 eV
M = 126.22 g mol⁻¹
Gap between HOMO and LUMO = 9.171 eV
SMILES = CCCSC.O.O
LUMO level = 0.71 eV

---

Version B
The following is a quantum chemistry calculation of 3 unconnected molecules or ions with the total composition C4H14O2S, from the Open Molecules 2025 dataset.

Last columns: bonded neighbours and bond lengths (Å).
Cartesian coordinates (Å):
1 C -2.00 -0.35 1.54  C2 1.524, H6 1.086, H7 1.082, H8 1.092
2 C -0.49 -0.24 1.74  C1 1.524, C3 1.514, H9 1.088, H10 1.087
3 C 0.29 -0.50 0.47  C2 1.514, S4 1.825, H11 1.088, H12 1.085
4 S -0.01 0.84 -0.73  C3 1.825, C5 1.817
5 C 1.43 0.53 -1.80  S4 1.817, H13 1.088, H14 1.085, H15 1.084
6 H -2.24 -1.04 0.73  C1 1.086
7 H -2.47 -0.68 2.45  C1 1.082
8 H -2.44 0.61 1.27  C1 1.092
9 H -0.15 -0.93 2.51  C2 1.088
10 H -0.26 0.76 2.10  C2 1.087
11 H -0.12 -1.41 0.02  C3 1.088
12 H 1.36 -0.60 0.66  C3 1.085
13 H 1.34 -0.44 -2.27  C5 1.088
14 H 1.50 1.34 -2.52  C5 1.085
15 H 2.31 0.47 -1.17  C5 1.084
16 O 2.57 1.71 1.30  H17 0.969, H18 0.968
17 H 2.90 2.47 0.79  O16 0.969
18 H 1.62 1.79 1.20  O16 0.968
19 O -1.83 -1.75 -2.54  H20 0.965, H21 0.966
20 H -2.24 -1.38 -3.33  O19 0.965
21 H -1.06 -1.18 -2.41  O19 0.966

Output
Highest occupied orbital energy = -8.88 eV
M = 126.22 g mol⁻¹
Gap between HOMO and LUMO = 9.479 eV
SMILES = CCCSC.O.O
LUMO level = 0.60 eV

---

Computed stability ranking, most favorable first: version B, version A

---

Version A
The following is a quantum chemistry calculation of 3 unconnected molecules or ions with the total composition C4H14O2S, from the Open Molecules 2025 dataset.

Last columns: bonded neighbours and bond lengths (Å).
Cartesian coordinates (Å):
1 C 0.25 -2.51 -2.33  C2 1.566, H6 1.085, H7 1.081, H8 1.093
2 C -0.86 -1.57 -1.77  C1 1.566, C3 1.503, H9 1.155, H10 1.106
3 C -0.20 -0.30 -1.33  C2 1.503, C4 1.521, H11 1.109, H12 1.093
4 C -1.11 0.78 -0.77  C3 1.521, S5 1.844, H13 1.092, H14 1.117
5 S -0.28 2.27 -0.06  C4 1.844, H15 1.349
6 H -0.30 -3.38 -2.69  C1 1.085
7 H 0.84 -2.77 -1.46  C1 1.081
8 H 0.84 -1.99 -3.08  C1 1.093
9 H -1.63 -1.33 -2.61  C2 1.155
10 H -1.47 -1.98 -0.95  C2 1.106
11 H 0.63 -0.52 -0.63  C3 1.109
12 H 0.24 0.18 -2.22  C3 1.093
13 H -1.78 1.23 -1.49  C4 1.092
14 H -1.76 0.39 0.05  C4 1.117
15 H 0.69 2.13 -0.99  S5 1.349
16 O 0.21 1.42 3.49  H17 0.964, H18 0.961
17 H 0.32 1.29 2.54  O16 0.964
18 H 1.10 1.40 3.86  O16 0.961
19 O 1.56 -2.19 1.95  H20 0.966, H21 0.967
20 H 2.09 -2.20 2.76  O19 0.966
21 H 1.78 -1.30 1.63  O19 0.967

Output
Highest occupied orbital energy = -9.29 eV
M = 126.22 g mol⁻¹
Gap between HOMO and LUMO = 9.755 eV
SMILES = CCCCS.O.O
LUMO level = 0.46 eV

---

Version B
The following is a quantum chemistry calculation of 3 unconnected molecules or ions with the total composition C4H14O2S, from the Open Molecules 2025 dataset.

Last columns: bonded neighbours and bond lengths (Å).
Cartesian coordinates (Å):
1 C 2.07 0.43 -0.35  C2 1.545, H6 1.085, H7 1.063, H8 1.099
2 C 0.69 0.60 0.33  C1 1.545, C3 1.550, H9 1.093, H10 1.062
3 C -0.40 1.39 -0.44  C2 1.550, S4 1.814, H11 1.126, H12 1.122
4 S -2.06 1.09 0.24  C3 1.814, C5 1.808
5 C -3.07 1.98 -0.97  S4 1.808, H13 1.126, H14 1.083, H15 1.101
6 H 2.09 -0.48 -0.94  C1 1.085
7 H 2.72 0.16 0.45  C1 1.063
8 H 2.42 1.32 -0.88  C1 1.099
9 H 0.21 -0.38 0.30  C2 1.093
10 H 0.88 0.70 1.37  C2 1.062
11 H -0.31 2.50 -0.25  C3 1.126
12 H -0.31 0.89 -1.43  C3 1.122
13 H -2.45 2.63 -1.64  C5 1.126
14 H -4.03 2.12 -0.49  C5 1.083
15 H -3.26 1.23 -1.76  C5 1.101
16 O -1.53 -2.07 6.85  H17 0.948, H18 0.917
17 H -0.63 -2.17 7.13  O16 0.948
18 H -1.65 -1.63 6.05  O16 0.917
19 O 2.89 -3.49 -4.13  H20 0.964, H21 0.943
20 H 3.43 -3.90 -4.82  O19 0.964
21 H 2.32 -2.93 -4.62  O19 0.943

Output
Highest occupied orbital energy = -8.31 eV
M = 126.22 g mol⁻¹
Gap between HOMO and LUMO = 9.055 eV
SMILES = CCCSC.O.O
LUMO level = 0.74 eV

---

Computed stability ranking, most favorable first: version A, version B

---

Version A
The following is a quantum chemistry calculation of a single C3H5FO molecule, from the Open Molecules 2025 dataset.

Last columns: bonded neighbours and bond lengths (Å).
Cartesian coordinates (Å):
1 C -1.28 0.04 -0.49  C2 1.527, H6 1.057, H7 1.047, H8 1.147
2 C -0.24 0.12 0.62  C1 1.527, O3 1.165, C4 1.741
3 O -0.48 0.45 1.72  C2 1.165
4 C 1.42 -0.14 0.16  C2 1.741, F5 1.372, H9 1.061, H10 1.184
5 F 1.48 -0.24 -1.21  C4 1.372
6 H -0.76 0.01 -1.41  C1 1.057
7 H -1.78 -0.81 -0.15  C1 1.047
8 H -2.00 0.91 -0.27  C1 1.147
9 H 1.47 -1.09 0.62  C4 1.061
10 H 2.17 0.74 0.42  C4 1.184

Output
Highest occupied orbital energy = -9.38 eV
M = 76.07 g mol⁻¹
Gap between HOMO and LUMO = 10.312 eV
SMILES = CC(=O)CF
LUMO level = 0.93 eV

---

Version B
The following is a quantum chemistry calculation of a single C3H5FO molecule, from the Open Molecules 2025 dataset.

Last columns: bonded neighbours and bond lengths (Å).
Cartesian coordinates (Å):
1 C 1.57 0.33 0.04  O2 1.482, H6 1.175, H7 1.066, H8 1.121
2 O 0.16 0.66 0.33  C1 1.482, C3 1.375
3 C -0.74 -0.15 -0.33  O2 1.375, C4 1.300, H9 1.064
4 C -1.92 -0.30 0.19  C3 1.300, F5 1.294, H10 1.037
5 F -2.27 0.20 1.33  C4 1.294
6 H 2.05 -0.70 0.35  C1 1.175
7 H 2.21 0.97 0.61  C1 1.066
8 H 1.86 0.52 -1.02  C1 1.121
9 H -0.31 -0.69 -1.14  C3 1.064
10 H -2.62 -0.83 -0.36  C4 1.037

Output
Highest occupied orbital energy = -8.87 eV
M = 76.07 g mol⁻¹
Gap between HOMO and LUMO = 9.888 eV
SMILES = CO/C=C\F
LUMO level = 1.02 eV

---

Computed stability ranking, most favorable first: version A, version B